Record 1
Formula: C5H15NP
Source: the Open Molecules 2025 dataset
Level of theory: wB97M-V/def2-TZVPD

Structure (XYZ):
```
22
Properties=species:S:1:pos:R:3:forces:R:3
P 1.29333 -0.25329 -1.21939 -1.764 3.089 -1.909
N 0.28943 -0.03814 -2.52836 0.208 -3.157 1.614
C 1.59096 1.46368 -0.91058 -1.266 0.301 1.797
C -2.38633 0.89898 1.83776 1.206 2.453 2.312
C 1.37157 -1.39089 1.30575 3.249 0.832 1.436
C 0.63707 -1.26906 0.03784 -2.825 0.071 -1.716
C -3.23590 0.46074 0.98058 -1.552 -2.971 -1.743
H -0.37625 -0.75745 0.12644 0.728 -0.994 0.405
H 1.90323 -0.38461 1.46021 -0.601 -1.422 0.340
H -0.21874 -0.83907 -2.84142 -0.207 -0.577 -0.262
H -3.55202 -0.57271 1.16618 -0.439 0.332 -0.114
H 0.59820 1.94576 -0.92606 0.220 -0.278 -0.091
H 0.70445 -1.53081 2.14332 -0.142 -0.101 0.130
H -2.00175 1.92128 1.80857 0.113 -0.218 -0.137
H 0.50966 -2.21287 -0.53185 -0.332 0.155 0.500
H -2.27586 0.41645 2.81230 0.368 -0.229 -0.501
H -3.62292 0.84219 0.04412 0.383 0.606 0.141
H 2.20655 -2.18932 1.37014 -1.531 1.215 -0.443
H 1.91418 1.61429 0.10492 0.536 0.130 0.419
H 2.38926 -0.85447 -1.57202 2.583 -1.153 -0.944
H 2.20764 2.00946 -1.57561 0.853 0.035 -0.829
H 0.05426 0.71986 -3.09283 0.211 1.880 -0.406
```
Forces are in eV/Å.

Calculated total energy ... -595.3131 hartree
Net charge ... +1
ΔE to the lowest compared entry with this formula, charge and spin ... 18.8 kcal/mol
HOMO level ... -0.492 Eh

Record 2
Formula: C11H13NO2
Source: the Open Molecules 2025 dataset
Level of theory: wB97M-V/def2-TZVPD

Structure (XYZ):
```
27
Properties=species:S:1:pos:R:3:forces:R:3
O 2.40344 1.09388 0.46719 1.006 -0.991 -0.730
O 0.08048 1.11907 0.86175 -1.053 0.211 -0.310
N 4.54265 -0.52689 -0.65018 -2.535 -0.811 0.213
C 2.33515 -0.22490 0.26489 -1.445 -0.747 -0.082
C -2.72183 -0.12636 1.22021 -2.098 -0.796 2.793
C -2.79891 0.73598 -1.30260 0.773 0.178 -0.764
C 1.29349 1.75149 1.05037 1.194 3.795 0.770
C -3.40044 -0.67760 -1.35191 -0.974 -0.419 -0.493
C -2.58931 -0.22475 -0.20552 1.359 0.090 0.009
C -1.43887 -0.80390 0.76330 3.755 -0.112 -0.364
C 5.61239 -0.02933 -0.96728 -0.196 0.837 -3.399
C 1.17162 -0.92141 0.37459 -0.094 1.531 0.872
C 3.47557 -1.03160 -0.21789 1.166 1.086 -0.079
C 0.01572 -0.14723 0.73208 -4.820 -1.932 -0.573
H 5.83470 0.30302 -2.03847 -0.162 -0.561 1.544
H 6.19835 0.08132 -0.14204 2.618 0.689 1.880
H 1.27774 2.87872 0.65181 -0.189 -2.808 0.420
H -2.82162 0.75570 1.89503 1.004 0.086 -1.355
H -3.42802 1.55427 -1.02969 -0.476 0.367 0.094
H 3.45090 -2.11128 -0.17232 -0.411 -0.213 -0.048
H -1.30460 -1.92921 0.86497 -0.522 1.612 -0.301
H -3.47143 -0.79181 1.78273 1.340 0.120 -1.294
H -3.08067 -1.36670 -2.21911 -0.406 1.105 1.890
H -4.46092 -0.72812 -0.99060 0.905 -0.263 -1.008
H -2.05828 1.06277 -2.06670 -0.388 -0.794 0.730
H 0.98481 -1.94341 0.18074 0.408 -0.920 -0.135
H 1.43147 1.84866 2.13896 0.239 -0.340 -0.279
```
Forces are in eV/Å.

Calculated total energy ... -631.3415 hartree
Net charge ... +2
ΔE to the lowest compared entry with this formula, charge and spin ... 4.6 kcal/mol
HOMO level ... -0.605 Eh

Record 3
Formula: C2H5N4O
Source: the Open Molecules 2025 dataset
Level of theory: wB97M-V/def2-TZVPD

Structure (XYZ):
```
12
Properties=species:S:1:pos:R:3:forces:R:3
O -1.16846 1.15492 0.92522 -0.992 2.330 0.205
N 1.45697 -1.10848 0.33632 -0.927 -0.408 0.910
N -0.42407 -0.06524 1.01093 1.017 -1.862 1.650
N 0.89165 1.03581 -0.57725 3.678 -1.542 0.834
N -2.39532 -0.31305 -0.53466 0.822 0.210 0.967
C -1.60598 0.10467 0.25473 -2.677 -0.671 -1.910
C 0.72511 0.01761 0.30216 1.163 -0.907 -2.435
H 2.38473 -1.21810 -0.03597 0.012 0.323 -0.413
H 1.87588 1.26559 -0.88400 -1.636 -0.556 0.248
H 1.08218 -1.98364 0.80554 0.501 1.937 -0.456
H 0.31010 1.82397 -0.52954 -1.040 1.111 0.398
H -3.13281 -0.71408 -1.07346 0.080 0.033 0.002
```
Forces are in eV/Å.

Calculated total energy ... -373.0998 hartree
Net charge ... +1
SMILES ... [H]/N=C1/ON1C(N)=[NH2+]
ΔE to the lowest compared entry with this formula, charge and spin ... 84.7 kcal/mol
HOMO level ... -0.538 Eh

Record 4
Formula: C19H23F6IrO2
Source: the Open Molecules 2025 dataset
Level of theory: wB97M-V/def2-TZVPD

Structure (XYZ):
```
51
Properties=species:S:1:pos:R:3:forces:R:3
Ir 0.78461 -0.58344 -0.45106 -1.465 -0.652 -0.504
F -0.15310 1.88913 3.87384 -0.650 0.103 0.126
F -2.11088 2.39307 4.75711 0.453 -0.196 0.423
F -0.88651 4.16802 2.38131 -0.795 -0.244 -0.074
F -2.39455 3.84672 0.83065 0.163 0.171 0.806
F -3.03410 4.17155 2.90176 0.331 0.647 -0.242
F -1.66374 0.35314 4.09136 0.045 0.588 0.052
O -0.17297 0.37797 -2.04328 -3.087 0.044 0.997
O -1.46308 1.39556 1.37261 0.701 0.322 0.279
C 1.28767 1.22767 0.38118 1.274 0.526 -0.465
C 0.77220 -1.75852 1.13730 -0.556 -2.205 1.334
C 0.03462 -2.59938 -0.88194 0.767 -0.133 -0.246
C -0.30014 -1.11448 -4.17825 0.095 -2.133 -2.323
C -0.25943 1.30483 -4.62113 -0.287 0.466 -1.856
C -0.59814 -1.35011 0.95248 -0.508 -0.582 0.176
C -1.96082 0.42369 -3.18160 -6.066 -0.072 -3.644
C -1.03197 -1.86299 -0.29036 -1.535 -0.821 0.866
C 2.44120 0.36445 -1.43662 2.713 0.318 -0.619
C -3.57929 1.44545 2.31526 -0.063 0.761 0.785
C -2.11969 1.99608 2.35028 0.656 -0.961 -1.078
C -2.08134 3.57570 2.12578 -0.511 -1.256 0.035
C 1.12705 -2.60739 0.03423 0.149 -1.776 0.380
C -1.59047 0.74419 -1.86963 2.499 -1.115 2.824
C 1.59379 1.40767 -1.87482 1.872 -0.710 -2.659
C -0.87289 0.15502 -4.00227 0.533 0.886 -1.541
C 2.43481 0.38980 0.01868 0.657 1.359 -0.253
C 0.79333 1.79166 -0.84725 -0.069 3.471 3.458
C -1.48382 1.67096 3.79137 -0.599 -0.035 -1.279
H -0.53676 -1.91103 -3.46299 0.304 0.544 -0.010
H -0.16529 2.25220 -0.92767 0.167 0.811 0.266
H -2.45837 1.30297 -3.65694 -0.509 -0.507 0.201
H -0.71194 -1.48198 -5.17345 0.503 -0.310 0.437
H 0.99730 1.44717 1.38604 -0.411 0.158 0.127
H -0.67981 1.40072 -5.66786 0.470 0.232 0.401
H -2.67422 -0.44035 -3.24053 0.116 0.536 0.172
H 0.80316 1.13747 -4.71839 0.504 0.393 -0.177
H 3.05762 -0.32341 -2.03624 -0.107 0.909 0.261
H -0.50412 2.23998 -4.11309 0.274 0.026 0.071
H -2.02866 0.01009 -1.19679 -0.068 1.047 0.560
H 3.11353 -0.09038 0.68510 0.481 -0.065 0.234
H 1.38820 1.62840 -2.91004 0.411 0.293 0.203
H 2.05849 -3.12797 -0.05795 0.193 -0.036 -0.243
H 0.05369 -2.94275 -1.90464 0.064 -0.421 0.263
H -4.07510 1.78576 1.39550 0.251 -0.036 0.292
H -4.11354 1.80034 3.19416 -0.601 0.006 0.070
H 1.32208 -1.63274 2.04008 0.412 0.143 0.404
H -1.83327 1.76652 -1.58515 0.430 0.068 0.428
H -1.96320 -1.61423 -0.76830 -0.050 -0.316 0.068
H 0.75108 -0.92553 -4.37179 0.530 -0.881 0.341
H -3.56850 0.34728 2.33082 0.321 0.416 -0.071
H -1.09573 -0.67066 1.61493 -0.398 0.220 -0.058
```
Forces are in eV/Å.

Multiplicity ... 5
Calculated total energy ... -1591.3890 hartree
Net charge ... -2
⟨S²⟩ ... 6.02
HOMO level (alpha / beta) ... 0.081 / -0.092 Eh

Record 5
Formula: C5H11ClN
Source: the Open Molecules 2025 dataset
Level of theory: wB97M-V/def2-TZVPD

Structure (XYZ):
```
18
Properties=species:S:1:pos:R:3:forces:R:3
Cl 0.75798 -2.57073 0.46813 -0.614 0.808 -0.048
N 1.13506 -0.03523 -1.19812 0.225 0.063 -3.758
C -1.31959 0.18339 -1.16600 -0.206 1.005 -0.532
C -0.82160 1.44043 -0.52577 1.636 0.554 -1.345
C -0.04772 0.17632 -0.42606 -1.626 -4.015 2.095
C -0.05010 -1.06929 0.93523 -2.676 4.497 -1.462
C 0.53005 -0.33758 2.13550 0.855 2.968 -2.710
H 1.84858 0.67487 -1.00652 0.242 -0.479 -0.080
H -0.11180 -0.16420 2.95434 -0.953 -0.067 0.729
H -1.33367 1.77673 0.31752 -0.460 0.817 1.281
H 0.90675 0.76065 1.74617 -0.660 -2.788 1.351
H -0.33497 2.20739 -1.22728 -1.051 -0.995 1.271
H -2.24799 -0.27360 -0.96786 -0.663 -0.681 1.590
H -1.18689 -1.04889 1.04790 1.600 -1.309 -0.319
H 0.92787 -0.06861 -2.29214 0.567 0.507 2.666
H 1.32256 -0.93359 2.41063 2.169 -0.713 1.250
H 1.41623 -1.00432 -1.01066 0.739 -0.116 0.272
H -1.39074 0.28625 -2.19502 0.876 -0.055 -2.250
```
Forces are in eV/Å.

Calculated total energy ... -711.6991 hartree
Net charge ... +1
SMILES ... C[C@H](Cl)C1([NH3+])CC1
ΔE to the lowest compared entry with this formula, charge and spin ... 69.3 kcal/mol
HOMO level ... -0.538 Eh

Record 6
Formula: C4H11NO2
Source: the Open Molecules 2025 dataset
Level of theory: wB97M-V/def2-TZVPD

Structure (XYZ):
```
18
Properties=species:S:1:pos:R:3:forces:R:3
O -0.72515 4.68144 -5.15882 -0.041 0.468 -1.029
O 6.92994 -0.73862 2.12440 0.302 -0.062 0.498
N -2.95464 -0.42332 1.20061 0.538 -1.348 2.283
C 0.59082 -1.15288 0.06181 2.280 -1.983 -0.304
C -3.75960 -1.37216 1.38388 -0.948 -0.846 -0.167
C -0.61880 -1.32435 0.89349 -1.124 0.472 -0.660
C -1.68156 -0.56496 0.65699 -1.164 2.430 -2.071
H -4.53350 -1.39854 2.14243 -0.398 1.211 0.117
H 1.52483 -0.84742 0.54818 -0.400 0.491 0.567
H 0.91663 -2.19496 -0.18084 -0.321 0.499 -0.297
H -1.64657 0.30601 -0.03920 0.977 -0.767 0.199
H 6.13296 -1.26943 2.04929 0.000 0.183 -0.325
H 7.04874 -0.21147 1.33283 -0.302 -0.120 -0.172
H -1.39110 4.00891 -5.04192 -0.074 -0.255 0.383
H -3.90213 -2.29930 0.82324 1.251 -0.266 -0.400
H -0.70605 -2.19793 1.51300 0.151 -0.085 0.509
H 0.60024 -0.62358 -0.89152 -0.841 0.191 0.223
H -0.20160 4.76884 -4.37292 0.114 -0.213 0.647
```
Forces are in eV/Å.

Calculated total energy ... -364.1465 hartree
Net charge ... 0
SMILES ... C=N/C=C/C.O.O
ΔE to the lowest compared entry with this formula, charge and spin ... 76.4 kcal/mol
HOMO level ... -0.314 Eh

Record 7
Formula: C6H8CsNaO5
Source: the Open Molecules 2025 dataset
Level of theory: wB97M-V/def2-TZVPD

Structure (XYZ):
```
21
Properties=species:S:1:pos:R:3:forces:R:3
Cs -3.42818 3.12681 -3.21492 0.647 -0.366 0.739
Na 3.27030 1.70839 -0.12042 -0.390 -0.400 0.056
O -1.52277 0.19477 -0.93225 -0.406 -0.707 -0.183
O -1.57035 0.82486 1.25582 -0.528 -0.424 0.642
O 0.94328 -0.46731 -0.22493 0.350 -0.940 -0.051
O -0.97529 2.31890 -0.43334 0.077 -0.387 0.134
O 1.31232 1.37559 0.98875 0.357 -0.002 -0.020
C 0.58728 0.65504 0.30273 -0.034 0.393 0.189
C -2.26721 -0.78653 -0.22870 0.500 0.256 -0.154
C -2.67977 -0.02741 1.02144 0.305 0.142 0.096
C -0.87866 1.10137 0.01792 -0.410 1.395 -1.373
C 2.32731 -1.21675 0.17961 -0.265 0.457 -0.150
C 3.53599 -0.71273 -0.47838 0.075 0.183 0.047
H -1.62549 -1.64866 0.00842 -0.165 0.062 0.031
H -2.82981 -0.67510 1.89361 -0.010 0.153 -0.121
H 4.37756 -0.67534 0.23459 -0.172 -0.138 -0.301
H 3.78943 -1.24055 -1.40931 0.052 0.219 0.396
H -3.11046 -1.11089 -0.84905 0.092 -0.007 0.092
H -3.59284 0.56493 0.84562 0.084 -0.075 0.027
H 1.98756 -2.21730 -0.12814 -0.028 0.359 0.240
H 2.34978 -1.09209 1.27094 -0.130 -0.173 -0.337
```
Forces are in eV/Å.

Calculated total energy ... -791.9782 hartree
Net charge ... 0
HOMO level ... -0.210 Eh

Record 8
Formula: C2HNO4
Source: the Open Molecules 2025 dataset
Level of theory: wB97M-V/def2-TZVPD

Structure (XYZ):
```
8
Properties=species:S:1:pos:R:3:forces:R:3
O 0.30533 1.32079 1.00973 0.076 0.065 0.642
O -2.86367 -0.20646 -0.71320 -1.320 -0.424 -0.343
O 1.17733 2.51263 -0.85997 0.266 0.505 0.176
O -2.62917 1.55589 0.57612 -0.979 0.656 0.470
N -2.34865 0.63020 -0.07760 3.753 -0.452 -0.294
C -0.01403 0.43590 -0.08630 -1.549 0.268 0.478
C 0.65759 1.65967 -0.24460 -0.195 -0.206 -1.063
H 0.27586 -0.59410 -0.03912 -0.052 -0.412 -0.066
```
Forces are in eV/Å.

Calculated total energy ... -432.2941 hartree
Net charge ... 0
ΔE to the lowest compared entry with this formula, charge and spin ... 137.4 kcal/mol
HOMO level (alpha / beta) ... -0.369 / -0.363 Eh